Entry 1:
16
Properties=species:S:1:pos:R:3:forces:R:3:nbo_charge:R:1 method="wB97M-V/def2-TZVPD" e_above_lowest_ev=0.000 e_lumo_ev=0.10 mol_weight_da=150.0 homo_ev=-8.4 orbital_gap_ev=8.464 total_energy_ha=-1181.8132 smiles="CP1CC=P#P1C"
C -1.552 0.199 1.768 -0.93 -0.45 2.86 -0.99
P -0.830 0.767 0.201 -0.26 -0.79 -0.92 0.54
C -1.062 -0.856 -0.794 -1.81 -0.27 0.84 -0.75
C 0.180 -1.653 -0.936 1.60 1.80 1.54 -0.55
P 1.726 -1.405 -0.293 -1.25 -0.03 -0.15 0.39
P 1.321 0.524 0.649 -0.46 0.61 0.87 0.17
C 1.968 1.516 -0.756 0.73 2.08 0.37 -0.94
H -1.068 0.823 2.551 -0.30 -0.17 -0.34 0.24
H -1.236 -0.821 2.048 0.03 0.19 -0.33 0.22
H -2.677 0.211 2.085 1.80 0.38 -1.47 0.25
H -1.550 -0.611 -1.772 0.46 -0.43 0.68 0.25
H -1.852 -1.466 -0.157 1.42 1.08 -1.40 0.25
H 0.279 -2.478 -1.538 -0.78 -2.17 -1.64 0.21
H 1.967 0.880 -1.623 0.30 0.20 -0.64 0.22
H 2.996 1.896 -0.473 -0.91 -0.71 -0.59 0.24
H 1.390 2.473 -0.961 0.35 -1.32 0.33 0.25


Entry 2:
113
Properties=species:S:1:pos:R:3:forces:R:3:mulliken_charge:R:1 method="wB97M-V/def2-TZVPD" e_above_lowest_ev=2.539 e_lumo_ev="3.54 / 3.54" s_squared=0.805 mol_weight_da=1017.8 homo_ev="-2.1 / -2.0" total_charge=-2 orbital_gap_ev="5.666 / 5.578" total_energy_ha=-3577.2739 spin_multiplicity=2
Y 0.195 -0.316 -0.167 0.16 -0.67 -1.44 -0.90
C -2.724 -2.900 2.884 -0.04 0.03 -0.02 -1.42
C -1.880 -3.756 3.559 0.04 -0.05 0.05 -0.72
C -0.529 -3.748 3.256 -0.03 0.02 -0.01 -1.25
C -0.044 -2.872 2.288 0.04 -0.03 -0.01 0.01
N -0.872 -2.032 1.644 0.19 0.28 -0.02 1.08
C -2.169 -2.060 1.931 -0.02 0.00 0.00 -1.01
C 1.379 -2.889 1.843 -0.14 0.03 0.09 1.30
C 2.348 -3.565 2.598 0.01 0.00 0.00 -0.59
C 3.647 -3.675 2.127 -0.01 0.00 -0.01 -0.89
C 3.954 -3.148 0.870 0.02 0.04 0.01 -1.26
C 2.986 -2.442 0.165 -0.03 -0.03 0.08 -0.03
C 1.677 -2.226 0.645 0.24 0.09 -0.21 1.23
H -3.786 -2.856 3.081 0.00 0.01 -0.01 0.50
H -2.265 -4.435 4.312 0.00 0.00 0.00 0.37
H 0.139 -4.440 3.748 0.00 0.00 -0.01 0.35
H -2.791 -1.372 1.385 -0.04 0.01 -0.02 0.93
H 2.104 -4.000 3.560 0.01 0.00 0.01 0.32
H 4.395 -4.206 2.707 0.01 0.00 0.00 0.35
H 4.940 -3.304 0.439 0.00 0.00 0.01 0.53
H 3.269 -2.023 -0.795 0.01 -0.01 -0.01 0.23
O 2.691 -2.161 -3.513 -0.01 0.01 -0.06 -0.86
C 2.369 -1.168 -2.858 -0.01 0.06 0.10 -0.27
O 1.332 -1.022 -2.149 -0.36 -0.09 0.52 0.32
C 3.324 0.023 -2.879 0.07 0.10 0.01 0.25
C 4.293 0.044 -3.844 0.04 0.00 0.01 -0.71
C 5.252 1.066 -3.898 0.11 -0.05 -0.16 -0.89
C 5.260 2.071 -2.956 -0.05 0.03 0.02 -0.53
C 4.271 2.082 -1.998 0.07 0.28 -0.10 -0.32
C 3.241 1.070 -1.880 -0.07 -0.16 0.09 0.54
O 2.424 1.068 -0.925 -0.08 0.01 0.15 0.88
N 4.351 3.171 -1.030 -0.19 -0.71 0.46 1.16
O 3.328 3.664 -0.607 0.01 0.23 -0.21 -0.60
O 5.467 3.475 -0.610 0.16 0.23 -0.14 -0.69
N 6.266 1.067 -4.929 -0.16 -0.03 0.12 1.01
O 7.107 1.961 -4.924 0.04 0.03 -0.01 -0.70
O 6.245 0.179 -5.767 0.03 -0.01 -0.02 -0.66
H 4.318 -0.774 -4.551 -0.02 0.00 0.00 0.62
H 6.018 2.839 -2.970 0.00 0.01 0.00 0.61
F -2.361 0.756 1.421 -0.20 -0.02 0.24 -0.79
P -3.563 1.464 2.318 0.00 0.10 -0.16 1.90
F -4.560 1.276 1.052 0.00 0.02 0.01 -0.41
F -4.745 2.166 3.167 -0.02 0.00 0.01 -0.36
F -2.543 1.621 3.549 -0.01 -0.02 0.03 -0.41
F -4.016 0.013 2.874 0.03 -0.06 -0.03 -0.37
F -3.108 2.905 1.740 -0.02 0.01 0.03 -0.32
C -2.766 0.901 -3.705 -0.02 0.03 -0.02 -1.49
C -1.512 0.314 -4.352 -0.02 0.03 0.00 0.26
C -0.222 1.021 -3.937 -0.05 0.08 -0.01 -0.46
C -1.464 -1.184 -4.162 0.03 -0.09 0.07 0.80
C -1.320 -1.944 -5.305 0.00 -0.04 -0.01 -0.63
C -1.360 -3.334 -5.276 0.02 0.00 -0.05 -1.26
C -1.638 -3.971 -4.073 -0.05 0.08 0.01 -0.59
C -1.788 -3.269 -2.892 0.02 0.10 -0.06 0.59
C -2.177 -4.085 -1.681 0.03 -0.03 -0.02 0.35
C -0.975 -4.362 -0.781 0.01 0.01 0.06 -1.06
C -3.366 -3.484 -0.936 -0.02 -0.04 0.05 -1.47
C -1.565 -1.821 -2.848 0.03 0.00 0.07 0.05
N -1.388 -1.153 -1.723 0.16 0.06 0.30 -0.78
H -2.820 1.980 -3.878 0.00 0.00 0.02 0.47
H -2.765 0.713 -2.635 0.01 -0.02 -0.05 -0.05
H -3.661 0.437 -4.126 0.00 0.00 -0.02 0.48
H -1.618 0.466 -5.434 0.00 0.02 0.00 0.55
H 0.035 0.779 -2.913 0.00 0.05 -0.01 -0.55
H -0.327 2.107 -4.032 -0.01 0.01 -0.02 0.59
H 0.611 0.694 -4.564 -0.01 0.00 0.01 0.39
H -1.173 -1.437 -6.254 0.00 0.00 0.01 0.36
H -1.209 -3.908 -6.182 -0.01 0.00 0.00 0.30
H -1.745 -5.051 -4.054 0.00 0.00 0.00 0.35
H -2.516 -5.051 -2.077 0.04 -0.01 0.03 0.54
H -0.531 -3.432 -0.444 0.04 0.08 0.04 0.00
H -0.201 -4.907 -1.326 -0.03 -0.02 -0.01 0.42
H -1.268 -4.949 0.097 0.00 0.00 0.00 0.48
H -3.135 -2.474 -0.615 0.02 0.09 0.06 -0.12
H -3.616 -4.093 -0.063 -0.01 0.02 0.02 0.48
H -4.244 -3.438 -1.587 0.02 0.00 0.00 0.46
C 4.967 -0.157 3.570 -0.02 -0.02 -0.09 -0.78
N 4.632 -0.020 2.133 0.02 -0.02 -0.02 0.46
C 5.428 1.000 1.402 -0.04 -0.03 0.05 -0.63
C 3.149 0.105 1.861 0.03 -0.04 0.07 -0.34
C 2.363 1.314 2.273 -0.06 0.11 -0.13 1.56
C 2.835 2.355 3.067 -0.01 -0.06 0.03 -0.28
C 1.985 3.397 3.420 -0.01 0.00 0.01 -1.47
C 0.677 3.365 2.976 0.00 -0.02 -0.01 -1.24
C 0.243 2.327 2.154 -0.02 0.04 -0.03 0.15
C 1.056 1.265 1.729 0.00 0.01 0.41 0.53
H 6.037 -0.330 3.667 0.00 0.00 0.03 0.40
H 4.410 -1.010 3.954 0.01 0.00 0.02 0.24
H 4.673 0.741 4.100 0.01 0.01 0.01 0.36
H 4.834 -0.933 1.710 -0.02 0.01 -0.04 0.35
H 5.132 1.991 1.730 0.01 0.01 -0.02 0.34
H 5.208 0.895 0.343 0.01 0.02 -0.02 0.07
H 6.487 0.826 1.586 0.01 0.02 -0.01 0.50
H 2.724 -0.791 2.306 -0.01 -0.03 0.04 0.25
H 3.080 0.011 0.783 -0.04 -0.01 -0.03 -0.73
H 3.861 2.399 3.418 0.01 0.00 0.00 0.12
H 2.349 4.213 4.035 0.01 0.01 0.00 0.30
H -0.018 4.151 3.254 0.00 0.01 0.00 0.45
H -0.784 2.374 1.821 0.06 0.01 0.02 0.57
C -1.907 5.898 -2.359 -0.01 0.00 0.00 -1.67
C -1.490 4.581 -1.766 -0.05 0.03 -0.02 1.19
C -0.155 4.280 -1.534 0.04 -0.03 0.04 -1.09
C 0.186 3.044 -1.015 -0.13 0.12 0.01 -0.36
N -0.721 2.103 -0.736 0.12 -0.23 -0.14 1.80
C -2.004 2.393 -0.941 0.05 0.05 0.07 -1.52
C -2.427 3.610 -1.446 -0.03 0.02 0.01 -1.52
H -1.133 6.654 -2.223 0.00 0.00 0.00 0.39
H -2.830 6.260 -1.904 0.00 -0.01 0.00 0.39
H -2.087 5.792 -3.431 0.00 0.00 0.00 0.28
H 0.626 5.002 -1.739 0.01 0.00 0.00 0.43
H 1.214 2.796 -0.803 0.06 -0.02 0.00 0.02
H -2.718 1.631 -0.664 -0.01 0.01 -0.07 1.00
H -3.487 3.790 -1.576 0.00 -0.01 0.01 0.42


Entry 3:
22
Properties=species:S:1:pos:R:3:forces:R:3:nbo_charge:R:1 method="wB97M-V/def2-TZVPD" e_above_lowest_ev=1.505 e_lumo_ev="3.89 / 2.77" s_squared=0.754 mol_weight_da=118.2 homo_ev="-2.7 / -2.7" total_charge=-1 orbital_gap_ev="6.608 / 5.493" total_energy_ha=-383.5504 spin_multiplicity=2
C 0.215 1.692 -0.827 0.23 -2.40 0.84 -0.35
N -0.743 1.740 -1.918 0.93 0.81 0.66 -0.42
C -1.061 -0.717 2.775 -0.16 -0.97 0.52 -0.20
O -0.015 -1.286 2.144 0.23 0.14 -0.63 -0.97
C 1.068 0.381 -0.871 0.00 -0.53 0.60 -0.03
C 0.271 -0.769 -1.496 -1.72 0.66 -0.76 -0.41
C -1.128 -0.925 -0.814 1.30 0.46 0.57 -0.65
N 1.644 0.112 0.455 0.72 1.16 -0.95 -0.92
H -0.234 1.543 0.180 -0.54 0.66 -0.46 0.24
H 0.964 2.481 -0.675 -0.53 0.50 -0.45 0.20
H -1.241 2.612 -1.785 -0.37 0.47 -0.06 0.29
H -1.974 -0.421 2.189 0.12 -0.22 -0.41 0.07
H -1.444 -1.426 3.548 -0.43 0.21 0.17 0.09
H -0.840 0.195 3.325 0.34 0.80 0.46 0.09
H 1.885 0.647 -1.538 0.43 -0.35 -0.18 0.16
H 0.766 -1.734 -1.661 0.30 0.28 0.72 0.20
H 0.083 -0.399 -2.509 -0.14 -0.21 -0.24 0.19
H -1.773 -1.644 -1.252 -0.27 -1.12 -0.51 0.18
H -1.711 -0.020 -0.865 0.01 0.55 -0.18 0.19
H -0.977 -1.116 0.250 0.04 -0.40 0.12 0.28
H 2.593 -0.163 0.283 0.22 -0.35 0.48 0.33
H 1.147 -0.456 1.173 -0.69 -0.14 -0.32 0.45


Entry 4:
52
Properties=species:S:1:pos:R:3:forces:R:3:nbo_charge:R:1 method="wB97M-V/def2-TZVPD" e_above_lowest_ev=0.000 e_lumo_ev="0.02 / 0.02" mol_weight_da=722.3 homo_ev="-8.5 / -8.5" orbital_gap_ev="8.554 / 8.547" total_energy_ha=-9024.2499
Ni -2.368 -0.998 -0.082 0.08 0.06 0.10 0.78
F 1.919 -1.217 5.638 -0.01 0.00 -0.04 -0.27
C 1.472 -1.219 4.388 0.14 0.01 0.21 0.30
C 2.341 -1.002 3.341 0.20 0.04 0.05 0.26
F 3.633 -0.792 3.578 -0.03 0.00 0.01 -0.28
C 1.862 -1.012 2.047 -0.09 -0.02 -0.21 0.41
F 2.764 -0.832 1.079 -0.02 0.08 0.02 -0.30
C 0.519 -1.213 1.745 -0.12 0.02 -0.05 -0.47
P -0.096 -1.180 0.001 0.27 -0.20 0.11 0.91
C 0.759 -2.640 -0.692 -0.14 0.05 -0.05 -0.39
C 2.075 -2.621 -1.151 -0.01 0.02 -0.03 -0.12
C 2.660 -3.784 -1.627 0.01 -0.05 -0.02 -0.23
C 1.942 -4.973 -1.647 -0.06 0.04 0.03 -0.19
C 0.630 -4.998 -1.195 0.02 0.01 -0.01 -0.21
C 0.039 -3.833 -0.726 -0.02 0.02 0.03 -0.18
C 0.724 0.259 -0.740 -0.06 0.11 0.02 -0.38
C 0.862 0.293 -2.127 -0.01 -0.03 0.05 -0.13
C 1.362 1.426 -2.751 0.00 -0.01 0.01 -0.22
C 1.717 2.537 -1.996 -0.02 0.00 0.03 -0.20
C 1.561 2.516 -0.618 -0.03 0.00 -0.01 -0.20
C 1.058 1.384 0.009 0.01 -0.01 -0.05 -0.20
C -0.331 -1.475 2.825 -0.01 -0.01 -0.10 -0.02
Br -2.141 -1.956 2.612 0.00 0.00 0.09 0.14
C 0.142 -1.466 4.125 -0.25 -0.07 0.02 0.27
F -0.667 -1.716 5.153 0.04 0.01 -0.01 -0.29
H 2.639 -1.697 -1.143 -0.02 -0.04 -0.02 0.22
H 3.682 -3.766 -1.986 -0.03 0.03 0.01 0.22
H 2.401 -5.879 -2.022 0.01 0.02 0.01 0.22
H 0.063 -5.919 -1.216 0.00 0.01 0.00 0.22
H -0.991 -3.848 -0.385 0.04 -0.01 -0.01 0.22
H 0.566 -0.566 -2.719 0.02 0.04 -0.02 0.21
H 1.465 1.446 -3.828 -0.01 -0.01 0.02 0.22
H 2.098 3.425 -2.485 0.00 -0.02 0.01 0.22
H 1.813 3.389 -0.028 -0.01 -0.02 0.00 0.22
H 0.907 1.391 1.081 0.01 0.00 0.01 0.22
Cl -3.525 -2.526 -1.256 0.14 -0.08 0.10 -0.02
C -4.219 -1.147 -0.335 -0.01 0.10 0.03 -0.59
H -4.870 -1.531 0.444 0.03 0.00 0.05 0.20
H -4.718 -0.480 -1.026 0.06 0.09 -0.02 0.21
Br -1.183 6.206 -2.681 0.00 -0.01 0.03 0.06
C -1.416 5.080 -1.177 0.05 0.15 -0.07 -0.14
C -1.227 5.592 0.098 -0.05 -0.15 0.12 0.01
N -1.362 4.842 1.190 -0.02 -0.04 0.00 -0.41
C -1.682 3.557 1.033 0.09 0.24 -0.10 0.06
C -1.878 2.971 -0.211 0.01 -0.03 0.30 -0.18
C -1.749 3.754 -1.345 -0.01 -0.13 -0.16 -0.16
C -2.150 1.507 -0.339 -0.13 -0.42 0.03 0.76
O -2.345 1.005 -1.453 0.07 0.36 -0.02 -0.70
O -2.131 0.807 0.747 -0.11 -0.11 -0.51 -0.77
H -0.964 6.633 0.243 0.01 0.00 -0.01 0.20
H -1.775 2.958 1.930 -0.01 0.00 0.00 0.22
H -1.886 3.310 -2.322 0.00 0.01 0.03 0.26


Entry 5:
20
Properties=species:S:1:pos:R:3:forces:R:3:nbo_charge:R:1 method="wB97M-V/def2-TZVPD" e_above_lowest_ev=1.149 e_lumo_ev=1.06 mol_weight_da=99.2 homo_ev=-8.1 orbital_gap_ev=9.153 total_energy_ha=-291.1165 smiles="C/C=C(/C)[C@@H](C)N"
C 2.240 -1.033 0.571 0.13 -0.02 -0.10 -0.65
C 1.166 -0.145 1.115 -1.32 0.58 -0.53 -0.21
C 0.035 0.281 0.487 1.20 -2.28 2.38 0.03
C -0.933 1.153 1.254 0.00 0.19 -0.21 -0.66
C -0.385 -0.246 -0.844 0.99 3.56 -0.48 -0.08
C -1.805 -0.772 -0.981 -0.48 -0.24 -0.10 -0.63
N -0.146 1.107 -1.627 -0.38 -1.55 -1.80 -0.88
H 3.214 -0.717 0.961 -0.13 -0.13 -0.03 0.22
H 2.313 -0.995 -0.518 -0.07 -0.08 0.09 0.21
H 2.077 -2.071 0.878 0.13 -0.02 -0.07 0.21
H 1.307 0.142 2.156 0.05 0.35 -0.16 0.19
H -0.396 1.879 1.871 -0.07 -0.20 -0.01 0.22
H -1.585 1.722 0.584 -0.02 -0.10 0.04 0.22
H -1.562 0.540 1.906 -0.03 0.13 -0.08 0.22
H 0.317 -0.977 -1.248 0.00 0.24 0.16 0.20
H -2.418 -0.145 -1.637 0.26 0.00 0.11 0.24
H -1.787 -1.778 -1.415 -0.02 0.15 0.03 0.21
H -2.335 -0.863 -0.027 0.20 0.12 -0.04 0.21
H 0.102 1.982 -1.169 -0.15 -0.84 0.69 0.37
H 0.581 0.938 -2.319 -0.29 0.14 0.12 0.36


Entry 6:
19
Properties=species:S:1:pos:R:3:forces:R:3:nbo_charge:R:1 method="wB97M-V/def2-TZVPD" e_above_lowest_ev=0.328 e_lumo_ev="-7.37 / -10.32" s_squared=0.751 mol_weight_da=171.6 homo_ev="-20.3 / -20.1" total_charge=+2 orbital_gap_ev="12.917 / 9.789" total_energy_ha=-2098.5048 spin_multiplicity=2
Cu 0.033 -0.208 0.014 -0.02 0.14 0.14 1.63
O 1.453 0.188 1.482 -0.54 0.52 0.08 -0.98
H 1.440 1.044 1.945 -0.15 -0.30 -0.08 0.52
H 2.376 -0.067 1.558 0.37 -0.46 -0.28 0.54
O -1.252 -1.344 1.432 -0.88 0.75 -3.32 -1.00
H -2.161 -1.574 1.142 0.77 -0.02 0.40 0.52
H -1.182 -1.586 2.316 0.29 -0.72 2.66 0.52
O 1.154 -1.779 -0.824 -0.85 0.61 0.93 -0.98
H 1.670 -2.368 -0.274 0.19 -0.46 0.28 0.53
H 1.616 -1.702 -1.644 0.57 -0.05 -1.06 0.52
O -0.980 1.585 0.683 1.03 0.08 0.05 -0.98
H -0.323 2.068 1.192 0.43 0.32 -0.16 0.50
H -1.759 1.945 1.087 -1.44 -0.11 0.17 0.53
O 0.952 1.404 -1.306 -0.90 0.27 0.08 -0.98
H 1.305 0.979 -2.080 0.78 -0.14 -0.67 0.50
H 0.386 2.109 -1.687 0.35 -0.24 0.52 0.52
O -1.340 -0.413 -1.454 -0.60 -0.09 1.03 -0.97
H -1.112 -0.092 -2.331 -0.26 0.08 -0.26 0.53
H -2.277 -0.182 -1.248 0.86 -0.14 -0.51 0.54


What did the third record say?
22
Properties=species:S:1:pos:R:3:forces:R:3:nbo_charge:R:1 method="wB97M-V/def2-TZVPD" e_above_lowest_ev=1.505 e_lumo_ev="3.89 / 2.77" s_squared=0.754 mol_weight_da=118.2 homo_ev="-2.7 / -2.7" total_charge=-1 orbital_gap_ev="6.608 / 5.493" total_energy_ha=-383.5504 spin_multiplicity=2
C 0.215 1.692 -0.827 0.23 -2.40 0.84 -0.35
N -0.743 1.740 -1.918 0.93 0.81 0.66 -0.42
C -1.061 -0.717 2.775 -0.16 -0.97 0.52 -0.20
O -0.015 -1.286 2.144 0.23 0.14 -0.63 -0.97
C 1.068 0.381 -0.871 0.00 -0.53 0.60 -0.03
C 0.271 -0.769 -1.496 -1.72 0.66 -0.76 -0.41
C -1.128 -0.925 -0.814 1.30 0.46 0.57 -0.65
N 1.644 0.112 0.455 0.72 1.16 -0.95 -0.92
H -0.234 1.543 0.180 -0.54 0.66 -0.46 0.24
H 0.964 2.481 -0.675 -0.53 0.50 -0.45 0.20
H -1.241 2.612 -1.785 -0.37 0.47 -0.06 0.29
H -1.974 -0.421 2.189 0.12 -0.22 -0.41 0.07
H -1.444 -1.426 3.548 -0.43 0.21 0.17 0.09
H -0.840 0.195 3.325 0.34 0.80 0.46 0.09
H 1.885 0.647 -1.538 0.43 -0.35 -0.18 0.16
H 0.766 -1.734 -1.661 0.30 0.28 0.72 0.20
H 0.083 -0.399 -2.509 -0.14 -0.21 -0.24 0.19
H -1.773 -1.644 -1.252 -0.27 -1.12 -0.51 0.18
H -1.711 -0.020 -0.865 0.01 0.55 -0.18 0.19
H -0.977 -1.116 0.250 0.04 -0.40 0.12 0.28
H 2.593 -0.163 0.283 0.22 -0.35 0.48 0.33
H 1.147 -0.456 1.173 -0.69 -0.14 -0.32 0.45